1.
This record from the OMol25 dataset describes the molecule C4N2 at a distorted geometry. The level of theory is wB97M-V/def2-TZVPD.

Each atom is followed by the atoms it is bonded to, with distances in Å.
CARTESIAN COORDINATES (ANGSTROEM)
1 C -0.45945 0.10594 0.28304  C2 1.221, C5 1.357
2 C 0.60196 0.26062 0.86592  C1 1.221, C3 1.389
3 C 1.72951 -0.04706 0.11532  C2 1.389, N4 1.154
4 N 2.66063 -0.31042 -0.51287  C3 1.154
5 C -1.70145 -0.00102 -0.25432  C1 1.357, N6 1.156
6 N -2.83120 -0.00805 -0.49709  C5 1.156

The spin multiplicity is 1. For the total energy, the calculation gives -7123.6767 eV. As for the SMILES: N#CC#CC#N. Its HOMO energy is -0.422 Ha. The molar mass comes out at 76.06 g mol⁻¹. As for the charge: 0. The HOMO-LUMO gap comes out at 9.45 eV.



2.
This record from the OMol25 dataset describes the molecule C4N2 at a distorted geometry. The level of theory is wB97M-V/def2-TZVPD.

Each atom is followed by the atoms it is bonded to, with distances in Å.
CARTESIAN COORDINATES (ANGSTROEM)
1 C 2.03305 -0.16848 0.19218  C2 1.406, N5 1.337
2 C 0.65471 -0.33117 -0.02973  C1 1.406, C3 1.290
3 C -0.62918 -0.21890 -0.09079  C2 1.290, C4 1.401
4 C -2.02928 -0.18904 -0.05813  C3 1.401, N6 1.347
5 N 3.18126 0.46096 -0.08006  C1 1.337
6 N -3.21057 0.44664 0.06653  C4 1.347

The spin multiplicity is 1. For the total energy, the calculation gives -7121.1169 eV. As for the SMILES: N#CC#CC#N. Its HOMO energy is -0.395 Ha. The molar mass comes out at 76.06 g mol⁻¹. As for the charge: 0. The HOMO-LUMO gap comes out at 8.55 eV.



Result set for energy above the lowest of the compared OMol25 structures with the same formula, charge and spin: 30.23 89.26 kcal per mole, one per record in the order listed.